1.
Here is a molecular structure, C28H77AgN8O10 from the OMol25 dataset. Energies are from wB97M-V/def2-TZVPD.

Values from the calculation:
2S+1: 2
Orbital gap (alpha / beta): 7.6 / 3.9 eV
Net charge: +1
Expectation value of S²: 0.75
M: 793.8 g mol⁻¹
Electronic energy: -66664.1693 eV

Each line ends with the Löwdin charge.
Element x y z (Å)
Ag (-8.32585, 12.36472, -24.60919)  0.804
O (-0.08684, 10.06683, -22.36587)  -0.182
O (-6.31770, 9.89628, -21.62448)  -0.062
O (-10.93223, 5.26060, -23.70940)  -0.184
O (-7.77210, 10.66192, -23.01556)  -0.101
O (-7.07982, 8.57771, -23.15098)  -0.047
O (-8.39307, 5.56199, -17.59734)  -0.170
O (-10.33402, 10.51911, -19.64058)  -0.156
O (-4.69313, 4.66560, -26.56541)  -0.186
O (-5.05838, 13.68743, -17.07176)  -0.184
O (-6.74850, 11.09596, -25.79966)  -0.279
N (-6.54234, 5.88288, -24.73159)  0.053
N (-3.29068, 9.31875, -20.83461)  0.045
N (-7.07563, 9.70139, -22.61554)  -0.547
N (-5.01056, 12.20176, -20.38195)  0.036
N (-10.59520, 12.74146, -17.99400)  0.044
N (-11.78509, 6.96695, -26.01469)  0.045
N (-8.04148, 6.25309, -21.15548)  0.349
N (-6.18957, 13.24038, -24.15887)  0.017
C (-9.33824, 10.71943, -18.64212)  -0.189
C (-10.36095, 8.68884, -25.06620)  -0.077
C (-4.60773, 4.41190, -25.16324)  -0.203
C (-4.95776, 5.56846, -22.96278)  -0.074
C (-9.99768, 11.49803, -17.50741)  -0.445
C (-4.45131, 10.97178, -18.36190)  -0.064
C (-1.18017, 10.30555, -21.52498)  -0.222
C (-10.67549, 7.20433, -25.07105)  -0.420
C (-4.83922, 14.96465, -16.51863)  -0.110
C (-11.33328, 4.65157, -22.50806)  -0.102
C (-5.49872, 13.06042, -25.45295)  -0.421
C (-9.35142, 4.93359, -16.73764)  -0.055
C (-10.12912, 9.36472, -20.38933)  -0.126
C (1.04905, 10.85002, -22.10642)  -0.110
C (-5.15117, 12.20513, -18.92137)  -0.426
C (-10.99203, 10.65484, -16.71904)  -0.060
C (-6.97721, 7.41222, -19.45157)  0.018
C (-6.80567, 9.79476, -26.36252)  -0.079
C (-4.27770, 3.53009, -27.28898)  -0.119
C (-5.39645, 11.55404, -25.71359)  -0.168
C (-5.11223, 5.65892, -24.47299)  -0.429
C (-7.69422, 6.06457, -19.78982)  -0.300
C (-2.98274, 9.66415, -23.25673)  -0.054
C (-10.98187, 6.66861, -23.67059)  -0.207
C (-4.56410, 13.50602, -18.37654)  -0.216
C (-8.89541, 5.78396, -18.87349)  -0.211
C (-4.13411, 13.74236, -25.48865)  -0.052
C (-2.30400, 9.36389, -21.91358)  -0.424
H (-6.03918, 13.58687, -26.24500)  0.138
H (-6.03213, 7.55361, -19.97841)  0.080
H (-4.75984, 14.33316, -19.06946)  0.120
H (-8.49830, 11.26856, -19.08267)  0.118
H (-6.54250, 9.76814, -27.42307)  0.101
H (-2.21861, 9.60920, -24.03584)  0.083
H (-3.46956, 13.41822, -18.34590)  0.132
H (-6.64440, 6.18753, -25.69949)  0.075
H (-10.96441, 9.09400, -21.03788)  0.093
H (-3.74566, 13.85582, -26.50112)  0.089
H (-10.27342, 7.00515, -22.89604)  0.098
H (-5.10626, 6.48612, -22.38448)  0.055
H (-4.40165, 3.75061, -28.34639)  0.089
H (-3.22666, 3.25966, -27.13567)  0.089
H (-11.72333, 10.21716, -17.40491)  0.081
H (-11.25307, 9.27146, -24.80295)  0.083
H (-5.16079, 15.77594, -17.18162)  0.085
H (-5.98076, 14.19978, -23.88358)  0.090
H (-1.88858, 8.34901, -21.94367)  0.139
H (-7.25170, 6.33830, -21.81360)  0.112
H (-3.79637, 15.17984, -16.26768)  0.089
H (-5.45926, 14.98156, -15.62506)  0.089
H (-3.65378, 10.25471, -20.66791)  0.019
H (-9.65098, 8.97421, -24.28205)  0.050
H (1.91231, 10.35729, -22.55085)  0.088
H (-10.01476, 9.04913, -26.03179)  0.068
H (0.95969, 11.85754, -22.52240)  0.087
H (-5.56111, 4.75318, -22.55083)  0.081
H (-6.14773, 9.09687, -25.83502)  0.087
H (-9.83095, 6.70962, -25.55534)  0.139
H (-11.41031, 3.58561, -22.68833)  0.097
H (-5.65460, 12.69630, -23.47673)  0.084
H (-4.83796, 10.01582, -18.71114)  0.058
H (-3.93001, 5.30263, -22.68828)  0.086
H (-9.39991, 4.90699, -19.29557)  0.129
H (-4.14538, 8.84993, -21.11878)  0.035
H (-6.94027, 5.28608, -19.67144)  0.167
H (-12.30551, 5.01110, -22.14189)  0.093
H (-3.41716, 13.21540, -24.85274)  0.086
H (-11.99670, 6.98067, -23.39290)  0.132
H (-10.59550, 9.78955, -16.18350)  0.076
H (-3.57317, 4.20437, -24.87568)  0.130
H (-5.63688, 12.93104, -20.73249)  0.069
H (-10.63915, 4.96674, -21.71248)  0.062
H (-4.88715, 11.03767, -24.89408)  0.113
H (-8.91035, 9.79219, -18.24338)  0.116
H (1.26394, 10.92194, -21.03455)  0.088
H (-11.06882, 13.17140, -17.19560)  0.074
H (-4.84165, 11.31788, -26.62449)  0.141
H (-4.43957, 10.98114, -17.26888)  0.084
H (-9.60271, 6.62073, -18.87493)  0.123
H (-3.38590, 10.98630, -18.60677)  0.075
H (-12.64883, 7.35598, -25.65385)  0.073
H (-7.81818, 9.41388, -26.24446)  0.070
H (-8.66837, 7.05305, -21.30763)  0.118
H (-9.88369, 8.52306, -19.72515)  0.056
H (-10.10920, 5.67672, -16.48105)  0.096
H (-11.85125, 5.95645, -26.08835)  0.074
H (-1.52974, 11.34722, -21.59322)  0.133
H (-5.48224, 11.37395, -20.76161)  0.016
H (-9.29109, 9.47418, -21.10363)  0.071
H (-8.80145, 4.52683, -15.89698)  0.098
H (-9.86811, 13.45049, -18.10243)  0.077
H (-4.19070, 14.77357, -25.12670)  0.083
H (-3.84620, 9.02920, -23.45468)  0.057
H (-3.38063, 10.67876, -23.12872)  0.064
H (-11.46518, 11.28111, -15.96235)  0.078
H (-6.79754, 6.73178, -24.23452)  0.015
H (-5.22142, 3.52980, -24.95920)  0.132
H (-7.56724, 8.26056, -19.80805)  0.057
H (-6.18908, 12.14817, -18.56571)  0.124
H (-4.84801, 2.63515, -27.01997)  0.088
H (-9.85237, 4.11154, -17.25792)  0.091
H (-4.57302, 6.54031, -24.83945)  0.138
H (-0.93879, 10.09578, -20.47600)  0.129
H (-9.21328, 11.71778, -16.76578)  0.134
H (-6.78613, 7.55370, -18.38742)  0.115



2.
Here is a molecular structure, C28H77MgN8O10 from the OMol25 dataset. Energies are from wB97M-V/def2-TZVPD.

Values from the calculation:
Orbital gap: 8.2 eV
Net charge: +1
M: 710.3 g mol⁻¹
Electronic energy: -68117.6056 eV

Each line ends with the Löwdin charge.
Element x y z (Å)
Mg (-1.79271, 0.14722, -2.59872)  0.678
O (-3.98007, -4.04893, 1.86984)  -0.173
O (0.39437, 2.61774, 5.16523)  -0.178
O (-1.66259, -0.20816, -0.62344)  -0.131
O (-3.67476, -0.39953, -2.75950)  -0.264
O (-2.98654, 5.11424, 0.76624)  -0.173
O (3.45899, 0.67478, -1.39120)  -0.198
O (4.44113, -2.73200, 1.54990)  -0.181
O (-1.28921, 1.17710, 0.98743)  0.043
O (-0.04278, -0.59484, 0.76145)  0.008
O (0.04993, 0.91424, -2.72282)  -0.259
N (-2.73886, 1.96469, -2.06485)  0.052
N (-1.22085, -3.27295, -0.42571)  0.056
N (-0.42529, 5.03921, -1.00392)  0.044
N (0.92951, -3.85542, 1.81210)  0.041
N (-0.96812, 0.14148, 0.40780)  -0.500
N (6.38410, -0.24889, -3.51725)  0.046
N (2.19117, 0.46559, 5.63936)  0.039
N (-0.84606, -1.63423, -2.96057)  0.036
C (5.21816, -1.84032, 2.32466)  -0.101
C (3.14859, 0.31891, -0.04288)  -0.060
C (-4.28070, -1.63635, -2.37452)  -0.028
C (5.30390, 0.56043, -2.92920)  -0.441
C (0.75656, -1.00125, 4.32526)  -0.070
C (2.31033, -3.87164, 1.25411)  -0.382
C (-2.37816, -5.39529, -0.32023)  -0.058
C (0.62782, 3.81194, 0.80920)  -0.045
C (-3.26131, 6.03449, -0.25951)  -0.133
C (-0.02850, 1.32161, 4.88838)  -0.244
C (-2.67644, -3.68605, 1.50832)  -0.223
C (1.42147, -2.52541, -3.44171)  -0.026
C (0.35823, 2.25687, -3.08965)  -0.058
C (4.51134, 1.26977, -3.99696)  -0.063
C (4.40908, -0.20078, -1.96111)  -0.216
C (-4.21705, 1.76264, -1.89400)  -0.349
C (-0.65021, 3.55391, 5.16844)  -0.100
C (-4.61064, 0.68427, -2.89205)  -0.146
C (-1.62909, 4.98115, 1.18380)  -0.180
C (-2.47493, -3.94492, 0.03346)  -0.404
C (0.64641, -1.37999, -2.83550)  -0.372
C (-0.70612, 4.23306, 0.23759)  -0.415
C (2.25998, -3.52869, -0.22464)  -0.060
C (1.16228, 0.44556, 4.56481)  -0.420
C (-4.37988, -3.54245, 3.11823)  -0.108
C (0.99302, -0.01762, -3.37529)  -0.103
C (3.12573, -2.85967, 2.04312)  -0.230
C (-4.97954, 3.05057, -2.14151)  -0.029
H (0.25336, 5.76775, -0.76028)  0.079
H (1.14470, 2.62351, -2.42212)  0.103
H (1.86449, -0.05788, 6.44806)  0.071
H (-4.33602, 6.20250, -0.26900)  0.094
H (2.63275, 1.14427, 0.44345)  0.085
H (5.13310, 1.64578, -4.80709)  0.082
H (1.13473, -2.66297, -4.48590)  0.094
H (-0.30082, 4.44711, 5.68344)  0.093
H (-6.02515, 2.93018, -1.85874)  0.097
H (0.87275, -4.17998, 2.77222)  0.083
H (7.10863, -0.39374, -2.81600)  0.075
H (-3.51114, -2.39816, -2.26385)  0.078
H (1.65996, -1.60773, 4.44106)  0.066
H (-1.22135, -2.32817, -0.03486)  0.029
H (-4.18421, -2.46514, 3.20468)  0.087
H (-1.17271, 5.93022, 1.49548)  0.140
H (-5.45496, -3.67563, 3.22944)  0.088
H (3.83837, -0.94966, -2.54565)  0.107
H (0.56541, 3.34599, 1.79723)  0.079
H (-2.49257, -2.61911, 1.73196)  0.123
H (2.61479, -1.87698, 1.96588)  0.115
H (-2.39231, 2.37250, -1.19761)  0.079
H (-0.67594, 0.86551, 5.65873)  0.133
H (5.76328, 1.33114, -2.29609)  0.147
H (1.06576, 3.01350, 0.20604)  0.063
H (-4.82557, 3.48335, -3.13044)  0.094
H (0.35512, -1.16081, 3.32324)  0.047
H (2.25694, 1.42935, 5.96302)  0.064
H (-3.24326, -6.00294, -0.03882)  0.086
H (0.69337, 2.35490, -4.12423)  0.106
H (4.83212, -0.81151, 2.25266)  0.074
H (-4.58707, 3.82065, -1.46818)  0.068
H (1.95958, 0.39028, -3.08840)  0.100
H (-0.72168, 1.28357, 4.01894)  0.125
H (-4.74643, -1.52252, -1.39478)  0.117
H (-4.73241, 1.05983, -3.91724)  0.145
H (-4.39967, 1.36953, -0.89591)  0.162
H (-3.28018, -3.47354, -0.52898)  0.109
H (0.80749, 0.05855, -4.45474)  0.148
H (-2.33923, -5.55871, -1.40493)  0.078
H (1.32264, 4.64987, 0.87343)  0.088
H (-0.92220, -2.16961, -3.82849)  0.111
H (3.07332, -3.08771, 3.11963)  0.124
H (0.61629, -2.88475, 1.86867)  0.044
H (1.20408, -3.40028, -2.82929)  0.077
H (-1.92838, -4.21564, 2.12016)  0.129
H (6.02016, -1.19843, -3.64125)  0.073
H (-2.92484, 5.67801, -1.23936)  0.065
H (0.05537, -1.41029, 5.05946)  0.084
H (2.02912, -2.48169, -0.42385)  0.048
H (4.06308, 0.10981, 0.51602)  0.075
H (3.75701, 0.60677, -4.43656)  0.070
H (-1.54032, 3.20088, 5.70253)  0.094
H (2.48914, -0.55592, -0.02821)  0.056
H (-3.88414, -4.08256, 3.93412)  0.093
H (-5.62331, 0.31224, -2.70230)  0.141
H (3.99744, 2.14436, -3.58917)  0.077
H (-1.25710, 3.37375, -0.15029)  0.087
H (-1.49028, -5.88016, 0.09195)  0.086
H (-2.79414, 7.01194, -0.07494)  0.101
H (1.68090, 0.80483, 3.67279)  0.133
H (-1.77779, 4.35778, 2.07070)  0.116
H (-0.44816, 2.97802, -2.94434)  0.067
H (3.27303, -3.68585, -0.61540)  0.092
H (-4.97416, -1.98208, -3.13930)  0.111
H (-2.57761, 2.67690, -2.77735)  0.104
H (2.50045, -2.38590, -3.39170)  0.076
H (-0.94252, 3.80562, 4.14235)  0.067
H (-1.02317, -2.34478, -2.21757)  0.067
H (-1.21720, 5.66050, -1.18049)  0.023
H (1.60367, -4.22057, -0.74975)  0.074
H (2.66519, -4.89247, 1.39474)  0.147
H (5.24026, -2.12128, 3.38010)  0.094
H (0.80556, -1.38237, -1.75161)  0.119
H (5.03686, -0.73658, -1.24375)  0.129
H (6.21467, -1.83349, 1.88766)  0.092
H (-0.43866, -3.65978, 0.11700)  0.036



For reference, ΔE to the lowest compared entry with this formula, charge and spin by record: 139.0, 7.3 kJ/mol.